{
  "formula": "C16H48O8S8",
  "method": "ωB97M-V/def2-TZVPD",
  "multiplicity": 1,
  "total_charge": 0,
  "relative_energy_kj_mol": 1004.67,
  "gap_ha": 0.299,
  "symbols": ["C", "S", "O", "C", "H", "H", "H", "H", "H", "H", "C", "S", "O", "C", "H", "H", "H", "H", "H", "H", "C", "S", "O", "C", "H", "H", "H", "H", "H", "H", "C", "S", "O", "C", "H", "H", "H", "H", "H", "H", "C", "S", "O", "C", "H", "H", "H", "H", "H", "H", "C", "S", "O", "C", "H", "H", "H", "H", "H", "H", "C", "S", "O", "C", "H", "H", "H", "H", "H", "H", "C", "S", "O", "C", "H", "H", "H", "H", "H", "H"],
  "positions_angstrom": [[0.0654, 5.2347, 2.8721], [1.4433, 4.3368, 3.7295], [1.7556, 5.2959, 4.9044], [0.4440, 3.1060, 4.4418], [-0.0229, 4.7444, 1.9618], [0.4269, 6.2577, 2.7462], [-0.9139, 5.0523, 3.4766], [-0.2725, 2.2969, 3.7495], [-0.3124, 3.5964, 4.9626], [1.0751, 2.4489, 5.1866], [0.0281, -3.9857, 0.6054], [0.1720, -5.3430, -0.4512], [-0.9072, -6.3801, 0.0049], [-0.5403, -4.7737, -2.0080], [0.7577, -3.0652, 0.2022], [0.1197, -4.2400, 1.6068], [-1.0837, -3.6095, 0.8511], [-0.0300, -3.8509, -2.0474], [-1.4806, -4.4099, -1.9664], [-0.5648, -5.2881, -2.8467], [-3.0043, -1.9818, -0.5004], [-3.9974, -0.6032, -0.8065], [-3.1807, 0.4030, -1.6806], [-5.2988, -1.2263, -1.8890], [-2.4848, -2.1739, -1.2819], [-3.6408, -2.8585, -0.1704], [-2.5183, -1.6219, 0.2828], [-5.9665, -0.5581, -2.2768], [-5.8311, -1.9774, -1.0670], [-4.8644, -1.8457, -2.5571], [0.9605, -2.7121, -5.2390], [0.7231, -1.1725, -4.3627], [0.9209, -1.6133, -2.8586], [2.2145, -0.4448, -4.9683], [0.8713, -2.5659, -6.3824], [0.3316, -3.4458, -4.9826], [1.9366, -2.9954, -5.0436], [3.1929, -0.9701, -4.5636], [2.2299, 0.4368, -4.5062], [2.2106, -0.0751, -5.9025], [0.1452, 3.4982, -1.4226], [-1.5828, 3.3492, -1.1036], [-1.9956, 4.3098, 0.0576], [-2.2186, 4.0540, -2.6642], [0.5026, 3.1253, -0.5002], [0.6068, 4.5235, -1.6007], [0.4428, 2.6686, -2.2513], [-3.2690, 4.2017, -2.5359], [-2.2808, 3.4119, -3.3317], [-1.9154, 5.0726, -3.0577], [5.6750, 0.8578, -1.5931], [5.2502, 2.2648, -2.5066], [5.0910, 1.6949, -4.0016], [3.6489, 2.4652, -1.9199], [5.5185, 1.1045, -0.5201], [6.6316, 0.5145, -1.7422], [5.1331, 0.1169, -1.8279], [3.6008, 2.6682, -0.8826], [2.9873, 1.5367, -2.3164], [3.2994, 3.4037, -2.4320], [-1.3349, -2.5707, 4.8838], [-1.6437, -1.6689, 6.4507], [-1.7427, -0.2176, 5.9214], [-3.3113, -2.1614, 6.7576], [-2.0645, -2.5567, 4.3034], [-1.0930, -3.7165, 5.0238], [-0.4782, -2.0552, 4.5813], [-3.9362, -2.2877, 5.9208], [-3.6239, -1.3515, 7.4821], [-3.5212, -3.2679, 7.2677], [2.3104, -0.2584, -0.1791], [1.8745, 0.0310, 1.5780], [2.1715, 1.5493, 1.8529], [0.1105, -0.2907, 1.5865], [1.6242, -1.1119, -0.4127], [3.3576, -0.2637, -0.2234], [1.9382, 0.6315, -0.5986], [-0.2781, 0.0198, 0.5914], [-0.4246, 0.5476, 2.1453], [-0.1695, -1.2644, 1.9941]],
  "forces_ev_per_a": [[-0.40, -0.77, 2.49], [0.14, 2.97, 0.77], [-0.17, -1.65, -1.43], [-0.92, -5.36, -0.25], [-0.49, -0.68, -1.99], [-0.40, -0.15, 0.25], [1.83, 0.88, -1.01], [2.65, 2.43, 1.42], [-1.08, 0.99, 1.34], [-1.18, 1.34, -1.59], [-1.84, 5.18, -1.35], [-2.96, -4.41, -0.65], [2.14, 1.62, -0.08], [2.28, 2.94, 4.16], [-2.00, -2.49, 1.38], [1.78, -1.08, 1.76], [1.87, -0.48, -1.79], [1.21, 1.25, -1.27], [-3.62, 0.69, 1.33], [1.17, -3.22, -3.54], [-6.06, -1.87, 2.04], [-0.74, 4.54, -1.95], [-1.01, -2.07, 1.54], [-0.16, -3.08, 5.91], [3.80, -1.47, -5.08], [0.71, 0.93, -0.37], [2.84, 1.03, 3.41], [-1.42, 2.02, -0.69], [0.77, 1.85, -2.25], [1.28, -1.83, -2.61], [0.60, 2.97, -3.60], [-0.26, -1.76, 2.33], [-0.05, 1.16, -2.81], [2.29, -3.78, 3.34], [0.08, 0.05, 1.76], [-2.66, -2.48, 1.29], [1.99, -0.67, 0.46], [-2.04, 0.69, -1.29], [0.22, 3.75, 2.61], [-0.10, 0.07, -3.95], [1.46, -0.56, -2.19], [-1.95, 2.24, 1.02], [1.20, -1.68, -2.32], [-0.12, 6.76, 5.44], [1.02, -0.39, 1.07], [-0.93, -1.26, -0.03], [-0.76, 2.13, 1.74], [-0.94, 0.24, 0.97], [0.59, -6.28, -6.40], [0.52, -1.28, 0.82], [2.03, 4.80, 3.82], [1.21, -0.96, -4.71], [0.18, 1.45, 3.40], [-3.08, -0.59, -2.44], [0.29, -0.19, -0.50], [2.58, -0.09, -0.42], [-4.71, -5.40, -1.92], [-0.09, -0.19, 1.25], [1.49, 2.18, 1.15], [0.05, -0.97, 0.34], [5.77, -3.43, 6.53], [0.27, 1.63, -1.91], [0.05, -2.21, 1.03], [-1.06, -2.23, 3.37], [-6.58, 0.85, -5.16], [-0.20, 2.23, 0.14], [1.29, 0.58, -0.98], [-0.62, 0.79, -1.39], [-0.19, -1.06, -0.90], [1.31, 2.85, -0.79], [-3.10, -0.64, 2.05], [1.93, 2.11, 1.53], [-1.02, -2.72, -0.89], [-1.48, 2.74, -0.68], [1.43, 0.45, -0.60], [1.28, -0.77, -0.27], [-0.55, 0.98, -1.05], [0.03, -1.14, 0.13], [1.14, -1.18, 0.11], [0.18, 0.15, -0.41]]
}

{
  "formula": "C3H8NOS",
  "method": "ωB97M-V/def2-TZVPD",
  "multiplicity": 1,
  "total_charge": -1,
  "relative_energy_kj_mol": 611.49,
  "gap_ha": 0.134,
  "symbols": ["C", "O", "C", "C", "S", "N", "H", "H", "H", "H", "H", "H", "H", "H"],
  "positions_angstrom": [[-0.5319, -1.5612, 0.2737], [0.4077, -2.2412, 0.9632], [-0.1815, 0.0391, 0.1349], [1.1570, 0.2320, 0.9413], [-0.8458, 3.3688, -1.9632], [-0.1050, 0.5673, -1.2046], [-1.5377, -1.5380, 0.7931], [-0.7524, -2.0626, -0.6585], [-1.0324, 0.6201, 0.5253], [1.2380, 1.1835, 1.2324], [1.1455, -0.3892, 1.8726], [1.7969, -0.1114, 0.2387], [-0.1619, 1.6482, -1.1304], [-0.5965, 0.2446, -2.0186]],
  "forces_ev_per_a": [[0.11, -0.85, 1.59], [-0.84, 0.54, -0.59], [-0.79, -0.04, 0.65], [-4.07, -2.59, 0.90], [0.10, -0.86, 0.34], [1.55, 1.22, -0.06], [0.38, 0.13, -0.07], [-0.02, 0.32, -1.27], [0.17, -0.67, 0.91], [0.76, 4.01, 0.63], [-0.01, 0.27, -1.16], [2.91, -0.87, -1.62], [0.34, -0.27, -0.67], [-0.60, -0.36, 0.40]]
}

{
  "formula": "C3H3N3O2",
  "method": "ωB97M-V/def2-TZVPD",
  "multiplicity": 1,
  "total_charge": 0,
  "relative_energy_kj_mol": 511.00,
  "smiles": "[H]/N=c1\\[nH]ncc(=O)o1",
  "gap_ha": 0.331,
  "symbols": ["H", "N", "C", "N", "N", "C", "C", "O", "O", "H", "H"],
  "positions_angstrom": [[-2.3904, 0.7751, 1.3654], [-1.4358, 1.3054, 1.3214], [-0.4499, 0.7437, 0.7086], [-0.7757, -0.4640, 0.3131], [-0.2616, -1.2987, -0.5603], [0.8167, -0.8734, -1.0635], [1.4638, 0.5033, -0.6257], [2.4331, 0.9230, -1.0827], [0.7479, 1.1480, 0.5773], [-1.3927, -1.2405, 1.0621], [1.2445, -1.5219, -2.0158]],
  "forces_ev_per_a": [[2.90, 1.02, -0.57], [-0.15, 1.23, 0.60], [-5.84, 1.03, 3.00], [-4.80, -9.24, 2.44], [1.31, 0.18, -0.40], [2.23, 0.14, -3.18], [-2.81, -3.00, 0.88], [1.50, 1.52, -0.14], [4.25, 0.87, -2.62], [2.09, 4.07, -2.82], [-0.68, 2.18, 2.81]]
}

{
  "formula": "C18H35BrF7NNbO6S3",
  "method": "ωB97M-V/def2-TZVPD",
  "multiplicity": 1,
  "total_charge": -1,
  "gap_ha": 0.271,
  "symbols": ["C", "C", "O", "C", "C", "O", "C", "Nb", "Br", "C", "C", "O", "C", "C", "C", "S", "C", "S", "N", "C", "C", "C", "C", "S", "O", "O", "C", "F", "F", "C", "F", "F", "C", "F", "F", "F", "H", "H", "H", "H", "H", "H", "H", "H", "H", "H", "H", "H", "H", "H", "H", "H", "H", "H", "H", "H", "H", "H", "H", "H", "H", "H", "H", "H", "H", "H", "H", "H", "H", "O", "H", "H"],
  "positions_angstrom": [[-5.6527, 1.3061, 0.2749], [-5.5864, 0.9978, -1.2244], [-4.4153, 0.3080, -1.5822], [-4.4796, -1.0821, -1.3342], [-3.2013, -1.7259, -1.7855], [-2.1842, -1.4201, -0.8642], [-1.0232, -2.2298, -0.9864], [0.6201, -0.6776, -0.6635], [-0.5236, 0.5758, 1.2161], [2.5551, 0.4525, -0.7692], [2.3747, 1.9331, -0.4584], [3.3696, 2.7546, -1.0924], [1.6083, -2.3833, 0.4608], [1.4121, -2.4087, 1.9756], [2.2859, -1.4044, 2.7119], [1.5853, -0.9676, 4.3325], [2.1367, 0.7201, 4.5056], [3.4249, 1.0652, 5.4390], [1.3405, 1.6281, 3.8422], [-0.0325, 1.7343, 4.3750], [-0.1571, 1.7044, 5.8853], [1.9504, 2.9392, 3.5735], [1.2795, 3.6312, 2.3975], [1.6087, -1.8243, -2.7629], [3.0620, -1.7750, -2.8328], [1.0599, -3.1840, -2.7898], [0.9619, -1.2103, -4.4440], [-0.3867, -1.0426, -4.3253], [1.1775, -2.2101, -5.3299], [1.5882, 0.1063, -5.0146], [2.1448, -0.1605, -6.2285], [2.5548, 0.5823, -4.2028], [0.5863, 1.2588, -5.2811], [-0.3687, 0.8745, -6.1391], [1.2626, 2.2707, -5.8443], [0.0267, 1.7057, -4.1580], [-5.7809, 2.3701, 0.4537], [-6.4465, 0.7593, 0.7756], [-4.7066, 1.0159, 0.7259], [-5.5928, 1.9194, -1.7993], [-6.4693, 0.4252, -1.5245], [-4.5722, -1.2565, -0.2577], [-5.3435, -1.5131, -1.8483], [-2.9473, -1.3663, -2.7865], [-3.3577, -2.8075, -1.8320], [-1.0033, -2.9787, -0.1941], [-0.9889, -2.7016, -1.9620], [-0.2198, 0.3150, -1.9498], [3.0396, 0.3657, -1.7392], [3.2480, -0.0074, -0.0613], [2.4727, 2.0635, 0.6199], [1.4170, 2.3213, -0.7935], [4.1142, 2.8196, -0.4962], [1.2309, -3.3226, 0.0594], [2.6804, -2.3823, 0.2515], [1.7512, -3.3942, 2.3053], [0.3728, -2.3365, 2.2896], [2.4138, -0.4844, 2.1437], [3.2635, -1.8366, 2.9046], [-0.6237, 0.9242, 3.9525], [-0.4642, 2.6525, 3.9914], [-0.0023, 0.7047, 6.2794], [-1.1711, 2.0063, 6.1400], [0.5220, 2.4061, 6.3636], [1.9051, 3.5784, 4.4570], [2.9940, 2.7612, 3.3390], [0.3940, 4.1830, 2.7045], [1.9632, 4.3470, 1.9513], [0.9690, 2.9024, 1.6535], [-0.0445, -5.9142, -2.3321], [0.7839, -6.3916, -2.2539], [0.2341, -4.9899, -2.4072]],
  "forces_ev_per_a": [[0.14, -0.06, -0.05], [-0.09, 0.02, 0.24], [0.01, -0.04, -0.41], [0.19, 0.44, 0.37], [-0.05, 0.01, -0.19], [0.13, 0.11, 0.43], [0.64, 0.24, -0.86], [-1.90, 2.42, 3.46], [0.40, -0.38, -0.76], [-0.05, -0.51, -0.84], [0.40, -0.24, 0.17], [-0.24, 0.12, -0.15], [0.01, -0.45, -1.24], [0.18, -0.33, 0.15], [-0.09, 0.43, 0.00], [-0.40, -0.39, 0.42], [-0.26, -0.06, -0.14], [0.36, 0.15, -0.12], [0.74, 0.58, 0.64], [-0.52, -0.66, -0.49], [-0.08, 0.26, -0.05], [-0.20, -0.08, -0.12], [-0.31, 0.01, 0.15], [0.18, -0.79, 0.72], [0.01, 0.16, -0.45], [-0.04, -0.16, -0.37], [-0.14, -0.12, -0.10], [0.41, -0.15, -0.07], [-0.10, 0.39, 0.28], [0.15, -0.20, -0.31], [0.00, 0.09, 0.37], [-0.37, -0.02, -0.23], [-0.03, 0.10, 0.14], [0.18, 0.12, 0.18], [-0.12, 0.00, 0.03], [0.07, -0.11, -0.33], [-0.12, 0.09, 0.06], [-0.11, -0.01, 0.10], [0.11, -0.01, 0.07], [0.11, 0.09, -0.10], [-0.08, -0.09, -0.13], [-0.17, -0.13, 0.10], [-0.07, -0.10, -0.11], [0.10, -0.01, -0.11], [0.05, -0.13, 0.00], [0.06, -0.10, 0.13], [-0.03, -0.24, 0.01], [0.42, -0.74, -0.64], [0.04, -0.02, -0.08], [0.03, -0.13, 0.11], [-0.34, 0.10, 0.04], [-0.14, 0.11, 0.01], [0.24, -0.09, 0.05], [0.08, -0.15, -0.07], [0.13, 0.00, -0.08], [-0.17, -0.16, 0.13], [-0.17, 0.22, -0.12], [-0.08, 0.11, -0.02], [0.19, 0.10, -0.11], [-0.03, -0.04, 0.01], [0.10, 0.12, -0.16], [0.17, -0.08, 0.11], [-0.12, -0.01, 0.08], [0.16, -0.01, 0.11], [0.19, 0.03, 0.20], [0.15, -0.04, 0.10], [-0.12, 0.07, 0.02], [0.09, 0.07, -0.13], [0.06, 0.13, -0.03], [-0.07, -0.01, 0.08], [0.08, -0.04, -0.01], [0.03, 0.16, -0.10]]
}

{
  "formula": "C4H12",
  "method": "ωB97M-V/def2-TZVPD",
  "multiplicity": 1,
  "total_charge": 0,
  "relative_energy_kj_mol": 44.02,
  "smiles": "CC.CC",
  "gap_ha": 0.465,
  "symbols": ["C", "C", "H", "H", "H", "H", "H", "H", "C", "C", "H", "H", "H", "H", "H", "H"],
  "positions_angstrom": [[-0.7710, 0.3090, -1.8858], [-1.8914, -0.6171, -1.4000], [-0.6111, 1.0585, -1.0902], [0.1705, -0.1748, -2.1578], [-1.0675, 0.9609, -2.7140], [-2.0597, -1.3037, -2.2303], [-1.6985, -1.0010, -0.4034], [-2.8787, -0.1306, -1.3033], [1.1581, 0.7358, 2.0681], [1.5398, -0.4753, 1.2226], [0.3019, 0.6713, 2.7374], [1.9917, 0.8470, 2.7686], [0.9170, 1.5788, 1.4285], [1.8936, -1.2986, 1.8754], [0.7505, -0.9622, 0.6299], [2.2548, -0.1982, 0.4543]],
  "forces_ev_per_a": [[-0.49, 1.49, 0.90], [-0.48, 0.69, -1.09], [0.52, -0.36, -0.15], [-0.23, -0.11, 0.25], [-0.15, -0.48, -0.23], [0.03, -0.88, 0.67], [0.26, -0.72, -0.27], [0.55, 0.37, -0.07], [0.01, -0.41, 0.21], [-0.85, -1.16, 0.08], [-0.29, -0.71, -0.18], [0.04, 0.90, -0.37], [0.57, 0.42, 0.12], [0.28, 0.51, -0.47], [-0.30, 0.47, 0.31], [0.54, -0.03, 0.29]]
}

{
  "formula": "C8H12N3O3",
  "method": "ωB97M-V/def2-TZVPD",
  "multiplicity": 1,
  "total_charge": 1,
  "relative_energy_kj_mol": 571.46,
  "gap_ha": [0.327, 0.327],
  "symbols": ["C", "C", "C", "C", "C", "C", "C", "C", "N", "N", "N", "O", "O", "O", "H", "H", "H", "H", "H", "H", "H", "H", "H", "H", "H", "H"],
  "positions_angstrom": [[-4.7248, -1.5158, 0.0765], [-3.5959, 0.5255, -0.1637], [-1.4771, 0.8176, 0.5781], [2.3960, -1.2017, -1.2037], [-5.0008, -0.0722, -0.0535], [1.6502, -0.5841, -0.0168], [1.2741, 0.8977, -0.0978], [0.8511, 1.2722, 1.3362], [-4.5820, -2.6387, 0.2472], [-1.8074, 2.1442, -0.0690], [-2.6321, 0.0396, 0.6346], [-3.2296, 1.4865, -0.8737], [-1.1512, 2.8792, -0.6835], [-0.5315, 0.7181, 1.4764], [2.9259, -0.3607, -1.5687], [3.0318, -2.1059, -0.9570], [1.7832, -1.5144, -2.0462], [-5.3845, 0.3834, 0.8117], [-5.5694, 0.2544, -0.9643], [0.7182, -1.0196, 0.1314], [2.2621, -0.9368, 0.7912], [2.0919, 1.4532, -0.3090], [0.5535, 1.1571, -0.9177], [1.5598, 0.8632, 2.1392], [0.7015, 2.4384, 1.4770], [-2.5693, -0.7224, 1.3381]],
  "forces_ev_per_a": [[-1.53, 0.39, 0.10], [-0.43, 0.53, -0.79], [0.91, 1.83, -0.05], [-0.45, -0.76, -0.24], [2.00, 0.09, -2.39], [0.36, -0.68, -1.33], [-0.89, -1.59, 1.47], [-0.46, 2.89, -1.15], [0.35, -0.14, -0.02], [1.09, -1.31, 2.25], [3.31, 0.43, 1.47], [-1.89, -1.26, -0.17], [0.32, -0.02, -0.42], [-1.94, -0.96, 0.13], [1.50, 0.32, -0.68], [-0.56, 1.40, -0.05], [-0.41, 0.00, 0.08], [-1.04, 0.23, 1.31], [0.35, -0.67, 0.89], [-1.66, -1.61, 0.29], [0.19, 0.94, 1.11], [2.85, 1.94, -0.71], [0.21, -0.40, 0.97], [-1.69, 0.31, -1.11], [0.47, -2.37, -0.15], [-0.97, 0.45, -0.79]]
}